DFT (ωB97M-V/def2-TZVPD) results for a 4-piece molecular cluster, C28H48F5N2O5S overall.

Computed properties:
Frontier orbital gap = 5.9 eV
HOMO = -10.59 eV
E_tot = -2478.6201 Ha
LUMO = -4.650 eV
Total charge = +1

```
89
Properties=species:S:1:pos:R:3:forces:R:3:lowdin_charge:R:1
C 1.812 -4.005 -0.487 -0.21 0.11 -0.15 -0.0625
C 2.290 -2.586 -0.784 0.30 -0.05 0.12 -0.4362
C 3.824 -2.490 -0.782 -0.05 0.15 0.01 -0.0555
C 1.713 -2.056 -2.098 -0.11 -0.14 0.26 -0.1635
C 1.936 -0.539 -2.213 0.40 0.07 -0.26 -0.1198
C 1.006 0.114 -3.178 0.16 -0.14 0.18 -0.0789
C 1.322 0.023 -4.526 0.19 -0.02 -0.16 0.0573
C 0.527 0.607 -5.474 -0.13 -0.05 -0.26 0.0135
N -0.564 1.255 -5.087 0.02 0.03 0.05 0.1202
C -0.902 1.375 -3.782 -0.28 0.23 -0.53 -0.1895
S -2.404 2.343 -3.619 -0.59 0.07 -0.02 0.8191
O -3.112 2.077 -4.836 0.16 0.16 -0.01 -0.2315
O -3.012 2.214 -2.342 0.21 -0.02 -0.07 -0.2110
C -1.800 4.103 -3.794 -0.08 -0.04 -0.06 -0.4586
F -1.166 4.175 -4.983 -0.09 0.05 0.17 0.1315
F -2.903 4.848 -3.808 0.23 -0.07 -0.03 0.1690
C -0.834 4.594 -2.689 -0.03 0.18 0.13 -0.5574
F -0.494 5.854 -2.928 -0.05 -0.39 0.12 0.2135
F 0.269 3.819 -2.717 -0.21 0.26 0.08 0.1685
F -1.406 4.497 -1.488 0.26 0.06 -0.40 0.1899
C -0.162 0.818 -2.777 0.16 -0.07 0.25 -0.0895
C -0.579 0.987 -1.345 0.03 -0.17 0.31 -0.1155
C -1.712 0.019 -0.906 0.18 -0.09 -0.52 -0.1768
C -1.218 -1.166 -0.090 -0.04 0.03 0.33 -0.1670
C -1.083 -0.922 1.451 -0.14 -0.12 -0.14 -0.2573
N -1.639 0.285 2.023 0.08 -0.17 -0.02 0.0094
H 1.884 -4.216 0.578 0.18 -0.10 0.02 0.0853
H 2.390 -4.745 -1.041 0.05 -0.05 -0.01 0.0864
H 0.764 -4.130 -0.763 -0.05 -0.02 0.01 0.0739
H 1.936 -1.939 0.025 -0.19 -0.01 -0.01 0.1171
H 4.165 -1.513 -0.437 0.03 0.05 -0.05 0.0790
H 4.261 -3.231 -0.116 0.01 -0.03 0.06 0.0827
H 4.230 -2.649 -1.783 0.02 -0.14 -0.03 0.0735
H 2.203 -2.560 -2.934 -0.04 -0.01 -0.10 0.1215
H 0.650 -2.303 -2.144 -0.04 0.10 -0.06 0.1084
H 1.905 -0.063 -1.238 -0.12 -0.05 0.09 0.1174
H 2.946 -0.384 -2.600 0.07 0.04 0.10 0.1295
H 2.212 -0.483 -4.872 0.08 -0.13 0.22 0.1332
H 0.728 0.566 -6.533 -0.02 0.03 -0.04 0.1550
H -1.175 1.679 -5.781 -0.15 -0.03 0.05 0.1665
H -0.883 2.019 -1.192 0.02 0.00 0.09 0.0983
H 0.287 0.802 -0.716 0.03 0.18 0.09 0.1154
H -2.468 0.593 -0.379 -0.03 -0.04 0.13 0.0996
H -2.205 -0.361 -1.803 -0.07 0.02 -0.01 0.1124
H -0.244 -1.491 -0.459 -0.07 -0.04 -0.08 0.0665
H -1.898 -2.002 -0.252 -0.06 -0.02 0.00 0.1113
H -0.033 -0.996 1.735 0.07 0.13 0.02 0.1006
H -1.579 -1.754 1.949 0.09 -0.06 0.08 0.1085
H -2.647 0.296 2.001 -0.05 0.12 -0.01 0.0751
H -1.273 1.138 1.628 -0.01 0.08 0.07 0.0617
C -3.536 4.310 4.415 -0.04 -0.05 0.00 -0.1679
C -3.308 3.917 5.874 0.05 0.04 -0.04 -0.1631
C -2.506 2.632 5.720 -0.07 -0.08 0.00 -0.2091
O -1.747 2.770 4.519 0.04 0.09 -0.05 -0.1499
C -2.215 3.894 3.778 0.02 0.03 0.08 -0.2152
H -3.759 5.366 4.272 0.01 0.01 0.02 0.1113
H -4.359 3.727 3.994 0.00 0.00 -0.01 0.1126
H -2.711 4.678 6.380 0.00 0.00 0.00 0.1155
H -4.228 3.776 6.439 -0.02 -0.01 -0.01 0.1125
H -3.162 1.760 5.616 -0.03 0.02 0.05 0.1063
H -1.825 2.454 6.553 0.03 -0.02 -0.03 0.1187
H -1.473 4.698 3.843 -0.03 0.02 -0.03 0.1170
H -2.322 3.608 2.728 0.01 -0.02 0.00 0.1042
C 5.405 -2.545 -6.956 -0.05 0.08 0.03 -0.1648
C 6.355 -1.768 -6.045 -0.01 -0.10 0.00 -0.1611
C 5.480 -1.525 -4.823 -0.05 0.13 -0.05 -0.2169
O 4.575 -2.630 -4.742 -0.10 0.11 0.05 -0.1723
C 4.638 -3.397 -5.954 0.09 -0.06 0.00 -0.1961
H 5.912 -3.140 -7.712 0.02 -0.01 0.01 0.1162
H 4.726 -1.856 -7.464 0.01 -0.01 -0.02 0.1106
H 7.211 -2.388 -5.773 0.00 0.00 -0.01 0.1192
H 6.729 -0.847 -6.488 -0.01 0.02 0.00 0.1154
H 4.892 -0.603 -4.936 0.08 0.04 -0.02 0.1042
H 6.056 -1.447 -3.900 -0.07 -0.09 0.05 0.1182
H 5.156 -4.336 -5.746 0.01 0.00 -0.02 0.1217
H 3.623 -3.628 -6.279 -0.02 0.00 0.04 0.1148
C -3.723 -0.882 7.435 -0.07 -0.04 0.01 -0.1738
C -3.469 -1.301 8.882 0.08 0.03 -0.02 -0.1667
C -2.671 -2.585 8.689 -0.05 -0.01 -0.03 -0.2036
O -1.934 -2.421 7.475 -0.02 -0.01 0.00 -0.1405
C -2.416 -1.281 6.765 0.05 0.05 0.04 -0.2128
H -3.949 0.177 7.316 0.00 0.01 0.03 0.0956
H -4.553 -1.456 7.018 0.00 0.00 0.00 0.1144
H -2.861 -0.549 9.390 0.00 0.00 0.00 0.1137
H -4.378 -1.452 9.462 -0.02 -0.01 -0.01 0.1114
H -3.334 -3.451 8.586 -0.01 0.01 0.03 0.1169
H -1.972 -2.781 9.502 0.02 -0.01 -0.01 0.1166
H -1.672 -0.479 6.836 -0.03 0.03 -0.03 0.1132
H -2.539 -1.542 5.712 0.03 -0.02 0.00 0.1136
```
Forces are in eV/Å.



DFT (ωB97M-V/def2-TZVPD) results for a 2-piece molecular cluster, H6N2 overall.

Computed properties:
Frontier orbital gap = 10.9 eV
SMILES string = N.N
HOMO = -9.93 eV
E_tot = -113.1020 Ha
LUMO = 0.977 eV
Total charge = 0

```
8
Properties=species:S:1:pos:R:3:forces:R:3:nbo_charge:R:1
N -2.674 -0.598 2.268 -0.22 -0.05 -0.50 -1.0738
H -3.131 0.289 2.033 0.28 -0.32 0.12 0.3691
H -3.357 -1.341 2.088 0.35 0.34 0.07 0.3517
H -1.910 -0.727 1.597 -0.38 0.07 0.32 0.3527
N -3.283 2.476 0.478 -0.16 -0.03 -0.44 -1.0782
H -4.303 2.426 0.393 0.50 0.04 -0.01 0.3589
H -2.898 1.724 -0.102 -0.21 0.39 0.22 0.3574
H -2.992 3.361 0.050 -0.15 -0.44 0.22 0.3623
```
Forces are in eV/Å.



Question: Which formula does entry 1 have?
Answer: C28H48F5N2O5S